A structure of composition C31H49FKN13O3. Source: OMol25; level of theory: ωB97M-V/def2-TZVPD.

Cartesian coordinates (Å):
K -1.90781 0.98131 1.54739
N -3.44427 -0.64157 3.14216
C -4.23488 0.04734 4.15792
C -3.62791 1.39686 4.55318
N -3.42831 2.33477 3.45062
C -4.70790 2.82024 2.94924
C -4.62451 3.72299 1.71985
N -3.66172 3.22196 0.75432
C -2.51754 3.42011 3.82135
C -1.02371 3.10472 3.70181
N -0.52184 2.14026 4.68575
H -3.92314 -1.45332 2.77513
H -2.54443 -0.94558 3.50915
H -4.33978 -0.52667 5.08935
H -5.24563 0.17924 3.76750
H -2.66340 1.22182 5.02823
H -4.27480 1.85025 5.32707
H -5.26769 3.35535 3.73901
H -5.30637 1.94705 2.68244
H -4.32313 4.73203 2.01194
H -5.64735 3.81499 1.32704
H -3.56505 3.83350 -0.04599
H -3.93635 2.31794 0.38627
H -2.71812 3.76776 4.84897
H -2.69642 4.25724 3.14798
H -0.49709 4.04805 3.87020
H -0.79829 2.83218 2.66529
H 0.45309 2.32888 4.87969
H -0.54083 1.19059 4.32122
C -0.47785 -5.57233 -2.02493
C -0.50088 -4.39543 -2.99157
N -0.38243 -3.10979 -2.31693
C -1.52838 -2.46615 -1.92776
C -1.59793 -1.32603 -1.20464
C -3.01469 -0.81813 -0.81234
O -3.91223 -1.66469 -0.81577
O -3.10109 0.41395 -0.55670
C -0.34103 -0.71751 -0.81326
O -0.15950 0.22020 -0.04655
C 0.88968 -1.33873 -1.34048
C 2.10128 -0.76434 -0.98272
C 3.25796 -1.45179 -1.18967
F 4.44446 -0.88654 -0.85304
C 3.24192 -2.75897 -1.67387
C 2.04603 -3.29800 -2.12030
C 0.85004 -2.57940 -1.98059
N 4.38705 -3.59094 -1.58925
C 5.38502 -3.32401 -0.56733
C 6.10352 -4.65296 -0.25981
N 5.26520 -5.74970 -0.84392
C 5.27831 -5.69230 -2.34612
C 4.95039 -4.23342 -2.74917
H -0.57056 -6.51438 -2.56751
H -1.30807 -5.49894 -1.32266
H 0.44286 -5.59480 -1.44066
H -1.44137 -4.38213 -3.54088
H 0.29096 -4.47004 -3.73949
H -2.45686 -2.96524 -2.18026
H 2.09185 0.19574 -0.48473
H 2.03450 -4.32895 -2.44901
H 4.88966 -2.96062 0.33186
H 6.12671 -2.58006 -0.87203
H 6.20014 -4.83585 0.80787
H 7.08403 -4.72875 -0.72740
H 4.29956 -5.56232 -0.54921
H 5.54459 -6.66645 -0.50185
H 4.53239 -6.40390 -2.69546
H 6.26554 -6.01535 -2.67059
H 4.23486 -4.22763 -3.56724
H 5.85864 -3.72360 -3.09653
N 3.19811 -3.65408 2.15243
C 2.34002 -2.86122 2.12641
N 1.42650 -1.96368 1.88410
C 0.58792 -1.42460 2.73243
N -0.27275 -0.78920 3.20395
C -1.45901 3.59858 -3.90106
C -1.76388 2.38358 -3.05092
N -1.66091 2.75477 -1.65533
C -0.58270 3.47330 -1.18005
N -0.27848 3.36888 0.06087
C 0.80065 4.16907 0.60197
C 1.14056 5.39463 -0.23261
C 1.26352 4.96544 -1.67991
N 0.03247 4.32571 -2.09754
C -0.07988 4.10285 -3.52727
H -2.20096 4.37635 -3.70709
H -1.48925 3.35281 -4.96376
H -1.06488 1.57312 -3.31323
H -2.77045 2.00437 -3.22473
H -1.94921 2.01774 -1.02117
H 1.69565 3.54198 0.71319
H 0.52983 4.47613 1.61566
H 2.06859 5.85746 0.10959
H 0.34392 6.13848 -0.15104
H 2.12193 4.28517 -1.79967
H 1.43659 5.82073 -2.33811
H 0.67986 3.38123 -3.87083
H 0.13714 5.05039 -4.02792

Cartesian forces (eV/Å) of the 2 atoms listed first:
K 0.123 0.321 0.366
N 0.037 0.000 0.192

As for the energy relative to the best compared isomer or geometry (same formula, charge and spin): 1.341 eV. Its LUMO energy is -0.969 eV. Its spin multiplicity is 1. As for the HOMO energy: -7.2 eV. The value obtained for the gap between HOMO and LUMO is 6.3 eV.

***

A structure of composition C31H49NO3P2SSm. Source: OMol25; level of theory: ωB97M-V/def2-TZVPD.

Cartesian coordinates (Å):
Sm 0.01502 0.01319 -0.03821
C -1.67950 1.60142 0.11719
C -2.06115 0.64130 -0.97125
C -1.93473 -0.59747 1.09012
C -1.67168 0.84606 1.37855
C -2.20641 -0.74076 -0.36115
C -1.72610 3.09572 -0.02334
H -1.39537 3.46252 -1.01066
H -1.11968 3.62828 0.72504
H -2.76605 3.45108 0.10969
C -1.64387 1.42973 2.73719
H -1.44511 2.50755 2.75056
H -0.90791 0.95482 3.40782
H -2.62317 1.28765 3.21803
C -2.14512 -1.66364 2.10703
H -3.21758 -1.75428 2.34694
H -1.62638 -1.45044 3.05354
H -1.80299 -2.66554 1.79314
C -3.07158 -1.85970 -0.83802
H -4.12073 -1.61067 -0.59812
H -2.87291 -2.80664 -0.31203
H -3.06872 -2.10088 -1.91396
C -2.86764 1.15384 -2.07858
H -3.80572 1.56342 -1.66266
H -3.18813 0.39872 -2.80223
H -2.40724 1.99772 -2.61817
C 1.55559 0.40026 -3.42623
C 0.53210 1.27542 -3.57889
C -0.04609 1.62041 -4.91430
C -0.91790 0.46950 -5.46954
C -0.96356 -0.74724 -4.57732
C 0.07206 -1.59772 -4.49328
C 1.36862 -1.37733 -5.21503
C 2.23592 -0.26698 -4.58155
H 0.75779 1.85558 -5.62737
H -0.50048 0.17584 -6.44512
H -0.63351 2.55584 -4.83612
H 2.50817 0.47278 -5.34653
H 1.95683 0.04572 -2.47420
H 0.00138 1.77912 -2.76675
H 3.19955 -0.68854 -4.24050
H 1.92040 -2.32615 -5.31041
H -0.06975 -2.60610 -4.08910
H 1.16446 -1.10244 -6.26015
H -1.92673 0.81611 -5.74275
H -1.94675 -1.07492 -4.21281
P 1.74926 1.78537 0.60013
C 1.38976 2.59213 2.18746
H 2.26772 3.20718 2.41172
H 1.24338 1.91753 3.04129
H 0.52532 3.26552 2.13096
C 3.44049 1.23711 0.84194
H 3.98926 2.08970 1.26400
H 3.92874 0.94960 -0.09776
H 3.53063 0.39317 1.55135
C 1.96116 3.27143 -0.37888
H 2.45429 3.07814 -1.33798
H 2.61646 3.93672 0.19993
H 1.02396 3.81349 -0.57502
P 0.98914 -2.33349 -0.25581
C -0.19735 -3.64871 -0.63102
H 0.40567 -4.48126 -1.01475
H -0.99162 -3.43541 -1.34804
H -0.71736 -4.00687 0.27695
C 2.62828 -2.61854 -0.92232
H 2.60574 -2.80641 -1.99818
H 3.03525 -3.53224 -0.46739
H 3.35113 -1.80895 -0.71574
C 1.38742 -3.17366 1.30655
H 1.60374 -4.22010 1.05574
H 0.56687 -3.17284 2.03110
H 2.27734 -2.76160 1.78609
O 4.23763 0.59766 4.37863
S 3.61203 -0.67991 4.50327
O 4.37758 -1.85252 4.23435
N 2.54322 -0.66420 3.15102
C 1.26526 -0.66239 3.33962
O 0.44034 -0.57300 2.36582
C 0.92776 -0.77403 4.80532
C -0.32168 -0.81889 5.45242
C -0.38095 -0.91392 6.84758
C 0.78681 -0.94471 7.61230
C 2.03948 -0.87958 6.97394
C 2.08793 -0.79920 5.57846
H -1.25805 -0.77792 4.90233
H -1.35126 -0.95857 7.33978
H 0.72966 -1.01189 8.69544
H 2.95574 -0.89022 7.55872

Cartesian forces (eV/Å) of the 2 atoms listed first:
Sm 5.713 -1.056 -1.018
C -2.900 -2.013 0.815

As for the energy relative to the best compared isomer or geometry (same formula, charge and spin): 5.689 eV. Its LUMO energy (alpha / beta) is -3.227 / -3.018 eV. The net charge is +1. Its spin multiplicity is 6. As for the HOMO energy (alpha / beta): -11.1 / -11.1 eV. The value obtained for the gap between HOMO and LUMO (alpha / beta) is 7.9 / 8.1 eV.

***

A structure of composition C31H50AsCrN6O2PS6. Source: OMol25; level of theory: ωB97M-V/def2-TZVPD.

Cartesian coordinates (Å):
Cr -0.25572 0.21550 0.08447
N -2.73277 -5.07537 6.40189
C -2.66925 -4.38046 5.17144
C -3.61587 -3.40649 4.86527
C -3.55758 -2.72830 3.66493
C -2.56367 -3.03173 2.74618
C -1.64199 -4.02696 3.02520
C -1.68973 -4.69801 4.23298
S -2.42911 -2.12830 1.22003
O -3.70002 -1.47401 1.05343
O -2.04874 -3.11752 0.24227
N -1.15278 -1.13206 1.42178
C -1.24748 -0.08973 2.38093
N -0.32321 0.87386 2.08164
C -0.44907 2.07325 2.81318
C -1.35440 2.15565 3.85087
C -2.14192 1.05363 4.15433
N -2.10159 -0.10899 3.36609
H -3.15994 -4.53442 7.13581
H -1.83904 -5.42799 6.69964
H -4.38610 -3.16404 5.59226
H -4.25742 -1.93496 3.42856
H -0.90321 -4.28332 2.27708
H -0.95899 -5.47088 4.45734
H 0.19582 2.89012 2.52340
H -1.44075 3.07363 4.42108
H -2.84496 1.05627 4.97979
S -0.36678 1.49499 -4.59794
As 0.50475 0.58333 -2.87387
S 0.58939 2.00813 -1.19078
S -0.83251 -0.86036 -1.88963
S 2.43981 -0.21696 -3.31071
C -3.79538 1.27038 -3.59650
N -3.04468 1.67191 -2.41500
C -3.44413 1.45110 -1.18636
S -2.48599 1.50179 0.19422
N -4.77965 1.17987 -1.01754
C -5.79108 2.08304 -1.55567
H -3.06374 1.05586 -4.37038
H -4.46515 2.06100 -3.94628
H -4.38219 0.37751 -3.37730
H -2.05359 1.86112 -2.56430
H -4.93034 0.87217 -0.06939
H -6.18764 1.74517 -2.51438
H -5.38849 3.08958 -1.69088
H -6.61646 2.13821 -0.84835
C 2.95395 -1.59367 5.18919
C 2.43654 -0.19343 4.86617
C 2.61171 0.11787 3.36941
C 2.41185 -1.13792 2.48446
C 1.45183 -2.09919 3.19271
C 2.09963 -2.65555 4.47083
P 1.97244 -0.72375 0.72223
C 3.28053 0.47905 0.21072
C 3.09579 1.90843 0.76027
C 3.78501 2.89260 -0.19411
C 5.10652 2.31418 -0.74349
C 5.68760 1.30485 0.24657
C 4.75876 0.07712 0.38121
C 2.43448 -2.26453 -0.20434
C 1.28617 -3.28631 -0.26522
C 1.75047 -4.56435 -0.95841
C 2.83734 -5.29306 -0.13652
C 3.52360 -4.33364 0.84455
C 3.76360 -2.96636 0.19987
H 2.95490 -1.77133 6.26801
H 3.99762 -1.66530 4.85959
H 2.96706 0.55621 5.45732
H 1.37783 -0.11942 5.14033
H 3.61467 0.51941 3.20490
H 1.89806 0.88713 3.08439
H 3.36941 -1.65976 2.40097
H 1.17346 -2.91753 2.54308
H 0.53065 -1.58167 3.44195
H 2.72151 -3.52370 4.22363
H 1.30742 -3.00979 5.13765
H 3.06461 0.52033 -0.86240
H 3.53463 1.98801 1.75604
H 2.04370 2.16548 0.85215
H 3.97681 3.83569 0.33175
H 3.10228 3.10696 -1.01802
H 5.82277 3.11736 -0.93999
H 4.92094 1.80838 -1.69706
H 5.81740 1.79233 1.21959
H 6.67961 0.97242 -0.07161
H 4.93604 -0.40183 1.35081
H 5.02214 -0.64412 -0.39727
H 2.53656 -1.86503 -1.21546
H 0.45527 -2.86005 -0.80479
H 0.89843 -3.53634 0.72334
H 2.13517 -4.29443 -1.94710
H 0.89153 -5.21949 -1.11931
H 3.59318 -5.71748 -0.80665
H 2.40071 -6.13262 0.41409
H 4.47389 -4.75565 1.18113
H 2.90371 -4.20440 1.73939
H 4.37478 -3.10605 -0.70113
H 4.36172 -2.36047 0.87700

Cartesian forces (eV/Å) of the 2 atoms listed first:
Cr -0.746 0.461 0.676
N -0.111 -0.004 -0.210

As for the energy relative to the best compared isomer or geometry (same formula, charge and spin): 1.407 eV. Its LUMO energy (alpha / beta) is 4.111 / 4.109 eV. The net charge is -2. Its spin multiplicity is 5. As for the HOMO energy (alpha / beta): 0.0 / -1.8 eV. The value obtained for the gap between HOMO and LUMO (alpha / beta) is 4.1 / 6.0 eV.